{"formula": "C5H7N4", "method": "ωB97M-V/def2-TZVPD", "symbols": ["C", "C", "C", "C", "C", "N", "N", "N", "N", "H", "H", "H", "H", "H", "H", "H"], "xyz": [[-3.806, 0.059, -0.059], [0.603, -1.024, 0.268], [-1.472, 0.560, 0.320], [-0.699, 1.763, 0.422], [2.998, -1.078, -0.685], [-4.772, -0.573, -0.260], [-0.702, -0.573, 0.175], [-2.712, 0.734, 0.178], [1.729, -0.575, -0.150], [0.363, -2.112, 0.504], [0.281, 1.807, 0.022], [-1.284, 2.598, 0.072], [-0.387, 1.907, 1.526], [3.157, -0.592, -1.708], [3.618, -0.680, 0.035], [3.085, -2.222, -0.659]], "charge": 1, "lumo_ev": [-5.1, -8.3], "energy_ev": -11244.676, "multiplicity": 3, "e_homo_ha": [-0.5390, -0.5279], "e_above_lowest_ev": 2.404, "s_squared": 2.080, "max_force_ev_per_a": 4.48}